[1]
{"formula": "C4H8NO3", "method": "ωB97M-V/def2-TZVPD", "symbols": ["C", "C", "O", "O", "H", "H", "H", "C", "C", "O", "N", "H", "H", "H", "H", "H"], "coordinates": [[-1.2303, 2.7194, 1.0260], [-0.8164, 1.4543, 0.1855], [-0.7576, 0.4953, 0.8959], [-0.5032, 1.5751, -1.0120], [-1.8473, 2.4040, 2.0088], [-1.6145, 3.4173, 0.4712], [-0.3665, 3.1195, 1.4521], [0.6066, -1.3323, -1.6544], [1.1027, -2.0791, -0.4640], [1.9197, -2.9951, -0.6980], [0.8560, -1.8685, 0.8449], [1.3288, -2.5249, 1.5419], [0.0770, -1.1863, 1.1663], [0.9255, -1.7749, -2.5706], [0.8556, -0.1610, -1.6461], [-0.5362, -1.2629, -1.5474]], "homo_ev": -4.58, "charge": -1, "de_lowest_ev": 1.623, "largest_force_ev_per_a": 6.2, "energy_ev": -11911.671, "gap_ev": 8.640}

***

[2]
{"formula": "C17H18ClF3NNaO9", "method": "ωB97M-V/def2-TZVPD", "symbols": ["Na", "O", "C", "O", "C", "O", "C", "C", "O", "O", "H", "H", "H", "H", "H", "Cl", "C", "C", "C", "C", "C", "C", "C", "O", "O", "H", "H", "H", "H", "F", "C", "F", "F", "O", "C", "O", "C", "N", "C", "C", "C", "H", "H", "H", "H", "H", "H", "H", "H", "H"], "coordinates": [[-0.3733, -0.2392, -0.8184], [-0.4242, 2.9981, -0.5751], [-1.5760, 2.3888, -0.7340], [-1.9659, 1.9124, -1.7683], [-2.4046, 2.4082, 0.5478], [-2.0457, 1.2735, 1.2822], [-2.4245, 1.3237, 2.6371], [-1.5604, 0.3685, 3.5750], [-1.7263, 0.6010, 4.7825], [-0.8179, -0.4576, 3.0456], [0.2051, 2.7815, -1.2968], [-3.4836, 2.4010, 0.2985], [-2.1589, 3.3246, 1.1101], [-3.4903, 1.0607, 2.7538], [-2.2848, 2.3389, 3.0395], [-2.9725, -6.0306, -6.5442], [-2.4211, -4.9609, -5.2819], [-3.3242, -4.0901, -4.6986], [-2.8754, -3.2481, -3.6959], [-1.5559, -3.2976, -3.2691], [-0.6718, -4.1838, -3.8676], [-1.0989, -5.0211, -4.8832], [-1.0766, -2.3447, -2.1546], [-0.0222, -2.6480, -1.5876], [-1.8072, -1.3698, -1.9384], [-4.3498, -4.0747, -5.0389], [-3.5261, -2.5311, -3.2158], [0.3499, -4.2042, -3.5175], [-0.4222, -5.7104, -5.3680], [2.9114, 1.3385, -1.3497], [1.8892, 1.1544, -2.3028], [2.6489, 0.9603, -3.4678], [1.4748, 2.5262, -2.5004], [0.4537, 2.4876, 2.0444], [0.9014, 1.2994, 1.6714], [0.6489, 0.7942, 0.6147], [1.8515, 0.6613, 2.6938], [2.0064, 1.5827, 3.8275], [3.3996, 1.9908, 3.9257], [3.9608, 1.7551, 2.5232], [3.2465, 0.4780, 2.0874], [1.3794, -0.2813, 2.9772], [1.6318, 1.2061, 4.6884], [0.8341, 2.6279, 2.9473], [3.9668, 1.4024, 4.6654], [3.4512, 3.0438, 4.2226], [5.0454, 1.6621, 2.5226], [3.6812, 2.5750, 1.8636], [3.7281, -0.4008, 2.5206], [3.1946, 0.3653, 1.0078]], "homo_ev": -2.04, "charge": -2, "largest_force_ev_per_a": 1.2, "energy_ev": -62934.010, "gap_ev": 5.947}

***

[3]
{"formula": "C4H10ClO2Zn", "method": "ωB97M-V/def2-TZVPD", "symbols": ["Zn", "Cl", "C", "O", "C", "C", "O", "C", "H", "H", "H", "H", "H", "H", "H", "H", "H", "H"], "coordinates": [[-3.4252, 3.0557, 0.3303], [-1.9078, 2.3021, 0.4918], [1.9492, 0.0560, -1.2129], [1.1077, 1.2592, -0.9936], [0.4900, 1.3081, 0.3008], [-0.5212, 0.1445, 0.3996], [0.1477, -1.1375, 0.7063], [-0.6337, -2.3019, 0.4306], [1.3346, -0.8442, -1.1992], [2.6230, -0.1271, -0.3759], [2.4710, 0.1004, -2.1689], [-0.0077, 2.2655, 0.4554], [1.2576, 1.2431, 1.0720], [-1.0570, 0.2423, -0.5445], [-1.2635, 0.3085, 1.1807], [-1.6088, -2.2031, 0.9076], [-0.1213, -3.1715, 0.8422], [-0.8345, -2.5002, -0.6223]], "homo_ev": -12.35, "charge": 1, "de_lowest_ev": 2.269, "largest_force_ev_per_a": 15.3, "energy_ev": -69331.729, "gap_ev": 4.277}

***

[4]
{"formula": "C4H9N3O", "method": "ωB97M-V/def2-TZVPD", "symbols": ["C", "C", "N", "C", "C", "O", "N", "N", "H", "H", "H", "H", "H", "H", "H", "H", "H"], "coordinates": [[-0.5339, -1.4257, 1.6682], [1.4352, 1.3778, -1.0798], [0.0596, -0.7393, 0.5253], [-0.5326, 0.6755, 0.0861], [-0.9351, -0.3797, -0.9798], [-1.5640, 1.0362, 0.9304], [0.2733, 1.6461, -0.2797], [-0.8114, -0.8430, -2.0953], [-1.3708, 1.9640, 1.1326], [1.0734, -0.7622, 0.4816], [-0.3172, -1.7022, -2.3004], [-1.6175, -1.4198, 1.5612], [-0.2822, -0.9315, 2.6094], [-0.1894, -2.4612, 1.6946], [2.1699, 0.6898, -0.6241], [1.1789, 0.9604, -2.0722], [1.9638, 2.3149, -1.2580]], "homo_ev": -7.75, "de_lowest_ev": 4.931, "largest_force_ev_per_a": 0.5, "energy_ev": -10807.531, "gap_ev": 8.301}

***

[5]
{"formula": "C9H16F6N3O12P2RuS4", "method": "ωB97M-V/def2-TZVPD", "symbols": ["Ru", "N", "C", "C", "P", "O", "O", "O", "P", "O", "O", "O", "H", "H", "H", "H", "H", "H", "H", "H", "F", "C", "F", "F", "S", "O", "O", "N", "S", "O", "O", "C", "F", "F", "F", "S", "C", "N", "C", "C", "S", "H", "H", "H", "H", "H", "C", "C", "O", "O", "H", "H", "H"], "coordinates": [[-0.3525, 0.3222, -0.1297], [-1.8293, 4.5716, -0.0061], [-2.1628, 3.5191, -1.0420], [-3.0562, 4.1010, -2.1209], [-3.0684, 2.2681, 0.0296], [-3.8435, 1.3335, -0.9851], [-3.9583, 3.1474, 0.8242], [-1.9906, 1.4736, 0.7462], [-0.6047, 2.7574, -1.5800], [-0.1383, 3.6778, -2.7932], [-0.9546, 1.3538, -2.0257], [0.3151, 2.8000, -0.3912], [-2.6463, 4.5870, 0.6371], [-1.6527, 5.4858, -0.4191], [-0.9868, 4.2516, 0.4940], [-4.0015, 4.4406, -1.6947], [-3.2772, 3.3267, -2.8533], [-2.5637, 4.9257, -2.6406], [-3.3095, 0.5476, -1.2200], [0.6387, 3.3318, -3.2546], [2.8926, -4.6791, -1.2803], [2.2591, -3.8645, -0.4511], [3.1488, -3.3003, 0.3684], [1.4045, -4.5764, 0.2923], [1.3003, -2.5958, -1.3839], [0.7044, -1.8146, -0.3046], [0.4282, -3.3514, -2.2161], [2.4185, -1.8455, -2.1794], [2.7088, -0.3027, -2.0984], [3.2493, 0.1824, -3.3220], [1.6358, 0.4674, -1.4917], [4.0999, -0.1645, -0.8969], [3.7384, -0.6279, 0.3001], [5.1435, -0.8672, -1.3267], [4.4507, 1.1112, -0.7765], [1.2073, 0.8792, 1.8034], [1.5762, -0.5525, 2.6145], [0.9408, -1.6992, 2.5531], [1.3781, -2.7489, 3.4642], [2.8306, -2.4285, 3.7916], [2.9457, -0.6156, 3.6951], [0.0689, -1.7708, 2.0239], [1.2822, -3.7199, 2.9807], [0.7529, -2.7353, 4.3605], [3.5091, -2.8557, 3.0552], [3.1123, -2.7637, 4.7860], [-3.2936, -2.6085, 0.3454], [-2.2095, -1.5829, 0.2430], [-2.0589, -0.9415, -0.8437], [-1.4625, -1.3223, 1.2209], [-3.3527, -3.1748, -0.5815], [-4.2419, -2.0863, 0.4860], [-3.1248, -3.2662, 1.1934]], "homo_ev": [-9.09, -9.49], "s_squared": 8.76, "de_lowest_ev": 0.000, "largest_force_ev_per_a": 0.1, "spin_multiplicity": 6, "energy_ev": -119444.127, "gap_ev": [9.202, 7.810]}

***

[6]
{"formula": "C5H12O2", "method": "ωB97M-V/def2-TZVPD", "symbols": ["C", "C", "C", "O", "C", "C", "O", "H", "H", "H", "H", "H", "H", "H", "H", "H", "H", "H", "H"], "coordinates": [[2.0500, -0.6564, 1.3090], [0.7774, 1.2986, 0.9123], [0.3149, 0.6187, -0.2563], [0.9881, -0.8236, -0.1556], [-1.1811, 0.2985, -0.4030], [-1.5461, -0.2174, -1.7893], [-1.4780, -0.6836, 0.5958], [2.2557, -1.7187, 1.1586], [2.9101, -0.0507, 1.0651], [1.6654, -0.4647, 2.3003], [0.0559, 1.4584, 1.7107], [1.4668, 2.1241, 0.7644], [0.7223, 0.9728, -1.2084], [0.2526, -1.3650, 0.2133], [-1.7456, 1.2147, -0.1872], [-0.9331, -1.0902, -2.0378], [-2.6056, -0.5013, -1.8412], [-1.3715, 0.5527, -2.5490], [-2.3813, -0.9939, 0.4565]], "homo_ev": -6.57, "de_lowest_ev": 5.503, "largest_force_ev_per_a": 0.6, "energy_ev": -9469.633, "gap_ev": 7.321}

***

[7]
{"formula": "C41H66N2O20S4", "method": "ωB97M-V/def2-TZVPD", "symbols": ["C", "C", "C", "N", "C", "C", "C", "C", "C", "C", "O", "C", "C", "C", "C", "C", "C", "C", "C", "C", "C", "N", "C", "O", "C", "C", "C", "C", "O", "C", "C", "C", "C", "C", "C", "C", "O", "C", "C", "H", "H", "H", "H", "H", "H", "H", "H", "H", "H", "H", "H", "H", "H", "H", "H", "H", "H", "H", "H", "H", "H", "H", "H", "H", "H", "H", "H", "H", "H", "H", "H", "H", "H", "H", "H", "H", "H", "H", "H", "H", "H", "H", "H", "H", "H", "H", "H", "H", "H", "O", "S", "O", "O", "C", "C", "O", "H", "H", "H", "H", "O", "S", "O", "O", "C", "C", "O", "H", "H", "H", "H", "O", "S", "O", "O", "C", "C", "O", "H", "H", "H", "H", "O", "S", "O", "O", "C", "C", "O", "H", "H", "H", "H"], "coordinates": [[-2.9757, -4.4229, 2.0715], [-1.4996, -4.0135, 2.2602], [-0.7310, -4.2408, 0.9211], [0.4833, -3.4197, 0.8902], [0.4375, -2.2092, 0.0220], [-0.7564, -1.3343, 0.4097], [-1.1060, -0.1374, -0.4979], [-2.5482, 0.3681, -0.1296], [-2.4037, 1.7084, 0.6482], [-2.0307, 2.9054, -0.2657], [-2.6555, 4.1175, 0.1198], [-3.9153, 4.2414, -0.5720], [0.4941, -2.8440, -1.4291], [-0.7822, -2.7766, -2.3377], [-0.5674, -2.1565, -3.7184], [0.3334, -2.6270, -4.6553], [0.4548, -2.0524, -5.8985], [-0.3345, -0.9837, -6.2797], [-0.2705, -0.3455, -7.6484], [-1.2234, -0.4976, -5.3275], [-1.3490, -1.0657, -4.0842], [1.8095, -2.4323, -2.0283], [2.6465, -2.2439, -0.9036], [3.8185, -2.5558, -0.8505], [1.8723, -1.5392, 0.2811], [2.0393, -0.0005, 0.2541], [2.4192, 0.7238, -1.0511], [1.4933, 0.6502, -2.2781], [3.7759, 0.4559, -1.4544], [4.6485, 1.5072, -1.0727], [4.6328, 2.6621, -2.0761], [3.8660, 3.7757, -1.8064], [3.8108, 4.8377, -2.6998], [4.5396, 4.7280, -3.8724], [5.3011, 3.6179, -4.1531], [5.3648, 2.5714, -3.2487], [2.5975, -2.0734, 1.3798], [2.1191, -1.6306, 2.6475], [3.2192, -0.9351, 3.4768], [-3.4866, -3.8234, 1.3063], [-3.0605, -5.4842, 1.8010], [-3.5161, -4.2706, 3.0153], [-0.9948, -4.5886, 3.0462], [-1.4819, -2.9515, 2.5345], [-1.4553, -4.0352, 0.1132], [-0.4881, -5.3119, 0.8570], [1.2577, -4.0257, 0.6558], [-1.6951, -1.8836, 0.5580], [-0.5283, -0.9109, 1.4026], [-0.4627, 0.7376, -0.3842], [-1.1426, -0.3628, -1.5655], [-3.1211, 0.6166, -1.0326], [-3.0631, -0.3087, 0.5558], [-1.6119, 1.6171, 1.4078], [-3.3320, 1.9786, 1.1732], [-2.1641, 2.6735, -1.3382], [-0.9460, 3.0799, -0.1546], [-4.2452, 3.2332, -0.8567], [-3.7636, 4.8929, -1.4411], [-4.6332, 4.6460, 0.1507], [0.6631, -3.9304, -1.3992], [-1.6331, -2.2658, -1.8779], [-1.1214, -3.8062, -2.5291], [0.9468, -3.4887, -4.3901], [1.1543, -2.4473, -6.6362], [-1.1799, -0.6627, -8.1884], [0.5614, -0.7235, -8.2535], [-0.3089, 0.7474, -7.6136], [-1.8473, 0.3450, -5.6343], [-2.0911, -0.6448, -3.4056], [2.2318, -3.2479, -2.4657], [1.1912, 0.4630, 0.7771], [2.8929, 0.2241, 0.9119], [2.4426, 1.7884, -0.7693], [0.8842, 1.5693, -2.3148], [2.1192, 0.6969, -3.1783], [0.8044, -0.1885, -2.3459], [5.6715, 1.1001, -1.1045], [4.4846, 1.8520, -0.0408], [3.2627, 3.8389, -0.8875], [3.1823, 5.6983, -2.4825], [4.4689, 5.5635, -4.5702], [5.8633, 3.5468, -5.0827], [5.9404, 1.6610, -3.4109], [1.2019, -1.0320, 2.6167], [1.8621, -2.5376, 3.2215], [2.7447, -0.6899, 4.4401], [4.0002, -1.6636, 3.7316], [3.6231, -0.0420, 2.9932], [-4.2525, -0.5742, 2.5714], [-5.0778, -1.3897, 3.3865], [-5.7273, -2.5472, 2.8941], [-6.1672, -0.4450, 4.0974], [-6.0625, -0.5653, 5.5219], [-4.6094, -0.9069, 5.7750], [-4.2554, -1.7904, 4.7039], [-6.7239, -1.3712, 5.8465], [-6.3602, 0.3628, 6.0035], [-4.4548, -1.3905, 6.7357], [-3.9747, -0.0204, 5.7083], [5.0273, -7.5394, 4.9556], [4.7418, -6.1661, 4.7496], [4.5935, -5.2567, 5.8260], [3.4554, -6.0587, 3.7941], [3.7844, -5.3084, 2.6170], [5.2614, -5.5479, 2.4015], [5.8187, -5.5618, 3.7221], [3.5780, -4.2543, 2.8125], [3.1839, -5.6433, 1.7749], [5.7246, -4.7729, 1.7963], [5.4449, -6.5236, 1.9450], [-7.2392, 2.9817, -2.5338], [-7.6312, 3.2720, -1.2034], [-7.6133, 4.5853, -0.6739], [-6.8072, 2.3044, -0.2176], [-7.7098, 1.5205, 0.5689], [-8.9451, 1.3717, -0.2942], [-9.0861, 2.6401, -0.9454], [-7.9295, 2.0699, 1.4871], [-7.2600, 0.5626, 0.8200], [-9.8344, 1.1396, 0.2858], [-8.8035, 0.6087, -1.0631], [3.1059, 5.5097, 3.3873], [3.6469, 5.4115, 2.0824], [3.4694, 4.2614, 1.2730], [5.2127, 5.7553, 2.1570], [5.5138, 6.8579, 1.2935], [4.2379, 7.6714, 1.2458], [3.1902, 6.6954, 1.2329], [5.7698, 6.4611, 0.3084], [6.3542, 7.4262, 1.6841], [4.1798, 8.3057, 0.3653], [4.1214, 8.2838, 2.1430]], "homo_ev": -8.47, "smiles": "CCCN[C@]1(CCCCCOC)[C@@H](Cc2ccc(C)cc2)NC(=O)[C@]1(C[C@H](C)OCc1ccccc1)OCC.O=S1(=O)OCCO1.O=S1(=O)OCCO1.O=S1(=O)OCCO1.O=S1(=O)OCCO1", "de_lowest_ev": 0.000, "largest_force_ev_per_a": 2.4, "energy_ev": -130852.575, "gap_ev": 8.618}

***

[8]
{"formula": "C4H9NO", "method": "ωB97M-V/def2-TZVPD", "symbols": ["C", "C", "C", "C", "N", "H", "H", "H", "H", "H", "H", "H", "O", "H", "H"], "coordinates": [[-1.3123, 1.1822, 1.3981], [-0.4159, 0.5257, 0.7290], [0.5853, 0.0057, 0.0184], [1.2057, 0.7632, -1.1319], [1.4304, -0.9944, 0.5715], [-1.0185, 1.9895, 2.0595], [-2.3744, 1.0770, 1.2247], [2.2068, 1.1041, -0.8693], [1.2948, 0.0991, -1.9933], [0.5900, 1.6112, -1.4214], [0.9777, -1.5196, 1.3081], [1.7731, -1.6265, -0.1409], [-1.5610, -1.6812, -0.4411], [-2.4891, -1.6658, -0.6979], [-0.8926, -0.8703, -0.6135]], "homo_ev": -8.40, "smiles": "C=C=C(C)N.O", "de_lowest_ev": 3.147, "largest_force_ev_per_a": 3.9, "energy_ev": -7829.173, "gap_ev": 9.304}

***

Copy entry 1 word for word.
{"formula": "C4H8NO3", "method": "ωB97M-V/def2-TZVPD", "symbols": ["C", "C", "O", "O", "H", "H", "H", "C", "C", "O", "N", "H", "H", "H", "H", "H"], "coordinates": [[-1.2303, 2.7194, 1.0260], [-0.8164, 1.4543, 0.1855], [-0.7576, 0.4953, 0.8959], [-0.5032, 1.5751, -1.0120], [-1.8473, 2.4040, 2.0088], [-1.6145, 3.4173, 0.4712], [-0.3665, 3.1195, 1.4521], [0.6066, -1.3323, -1.6544], [1.1027, -2.0791, -0.4640], [1.9197, -2.9951, -0.6980], [0.8560, -1.8685, 0.8449], [1.3288, -2.5249, 1.5419], [0.0770, -1.1863, 1.1663], [0.9255, -1.7749, -2.5706], [0.8556, -0.1610, -1.6461], [-0.5362, -1.2629, -1.5474]], "homo_ev": -4.58, "charge": -1, "de_lowest_ev": 1.623, "largest_force_ev_per_a": 6.2, "energy_ev": -11911.671, "gap_ev": 8.640}